The following is a quantum chemistry calculation of C40H59BCeF4N6O4S2Si as an isolated structure at a distorted geometry, from the Open Molecules 2025 dataset.

Structure (XYZ):
```
118
Properties=species:S:1:pos:R:3
Ce -0.9617 -0.2217 -0.5422
S -1.6481 1.9181 2.6788
S -2.5077 2.6897 -2.1070
Si 0.6494 -1.2183 4.5962
F -0.7249 -0.1107 -4.9629
F -1.5379 -0.4139 -2.8297
F -2.4271 -1.5974 -4.6450
F -2.8655 0.6287 -4.4218
O -1.2879 1.0593 1.4387
O -2.9665 -0.4401 -0.3671
O -1.4337 1.9966 -1.2771
O -2.2868 -1.6434 0.0736
N 1.6133 -0.9767 0.4920
N 2.0894 -2.1757 -4.1245
N 2.9666 0.7801 1.0956
N 1.1627 -1.3294 -2.1026
N 1.8973 0.0857 -3.7905
N 3.7885 -1.3848 1.1800
C 0.4735 -2.9097 -0.3613
C -2.1378 5.0631 -5.1658
C -1.7940 3.9179 -3.1039
C -3.4506 -0.0826 2.9636
C 1.7193 0.3452 4.2709
C 4.2683 1.3866 0.8024
C 4.8095 -1.1488 2.2007
C -5.0481 -0.1603 4.7416
C -4.1395 2.7952 0.1105
C 0.6186 -4.1335 2.2605
C -0.2446 5.5907 -3.7665
C -2.9702 1.0993 3.4798
C -3.4769 1.6640 4.6396
C -0.8435 -4.3918 -2.3297
C 2.7543 -0.5402 0.9634
C 1.8255 1.6668 0.8362
C 1.0367 -2.6930 2.1087
C -0.1641 -4.1717 -0.0407
C -0.6579 4.6664 -2.7964
C 0.4950 -2.4728 -1.7634
C -0.0550 -1.7988 2.9110
C -2.5489 4.1049 -4.2706
C -0.8291 -4.8590 -1.0052
C 1.7008 -1.1342 -3.3164
C 1.7271 -2.5223 5.4353
C 2.7392 -3.3430 -3.5887
C 3.0203 0.3970 -4.6861
C -3.3588 3.6550 -0.8668
C -4.4921 -0.7190 3.6033
C -4.5484 1.0375 5.2670
C 1.1055 -2.1982 0.7236
C -3.9573 3.3197 1.5278
C 1.1676 1.2384 -3.2762
C -0.8242 -0.6226 5.6013
C -2.5348 3.3970 2.1067
C -0.1889 -3.2520 -2.7173
C 0.0147 -4.7760 1.2667
C 1.8914 -2.1434 -5.5765
C 3.9255 -2.6717 0.5005
C -0.9661 5.7725 -4.9270
B -1.9357 -0.3754 -4.3114
H 3.7395 -0.4165 -4.7103
H 2.7079 0.6320 -5.7049
H 4.9776 -2.7575 0.2352
H 1.7013 1.7942 -0.2352
H -4.5913 2.7496 2.2240
H -2.9795 -0.5032 2.0729
H 1.4449 -3.1064 -5.8868
H 1.1845 1.0821 3.6559
H 5.7505 -0.8424 1.7574
H 1.2616 2.0232 -4.0073
H 2.0633 2.6206 1.3012
H -1.7710 -1.0793 5.2690
H 2.0258 -2.5015 2.5998
H -0.3431 -0.9175 2.3673
H 2.5508 -2.8637 4.8033
H -1.3597 -4.9545 -3.0880
H -3.1079 2.5973 5.0443
H 4.8116 0.7178 0.1518
H -4.0352 4.2923 -1.4381
H -0.8770 0.4676 5.4774
H -0.9543 -2.3828 3.0286
H -0.3496 -5.7999 1.3884
H 4.8240 1.5796 1.6956
H -5.1952 2.8747 -0.1360
H 5.0140 -2.0904 2.7200
H -4.9407 1.4265 6.2041
H -0.7536 -0.8360 6.6879
H 2.8413 -2.0240 -6.0950
H 3.7085 -3.4393 -4.1003
H 4.1194 2.3538 0.3170
H 0.9265 1.2744 1.2890
H 0.7330 -4.5180 3.2565
H -5.8658 -0.6603 5.2232
H -1.2849 -5.8235 -0.7671
H 3.3513 -2.7021 -0.4177
H 1.1777 -3.4302 5.7551
H -3.8438 1.7466 0.0874
H 2.7107 0.1763 3.8203
H -0.2623 -2.9005 -3.7495
H 0.0950 0.9992 -3.1755
H -3.4426 3.5084 -4.4531
H -0.6108 6.4767 -5.6630
H -0.1012 4.4564 -1.9195
H 4.5049 -0.4217 2.9510
H 1.8841 0.8121 5.2611
H -2.5689 3.9388 3.0561
H 2.1781 -4.2450 -3.8115
H 2.8730 -3.2770 -2.5230
H 3.5332 1.2798 -4.2816
H 3.6646 -3.5397 1.1306
H 2.1867 -2.0733 6.3100
H -4.2812 4.3519 1.6155
H -2.6138 4.2735 -0.3679
H 1.1686 -1.3615 -5.8029
H 0.6478 6.1804 -3.6310
H -4.8513 -1.6745 3.2348
H -1.8289 3.9187 1.4893
H 1.5552 1.6122 -2.3227
H -2.7487 5.2815 -6.0293
```

Properties
* total charge: +2
* total energy: -113584.5810 eV
* maximum force: 1.7 eV/Å
* multiplicity: 1
* HOMO energy: -0.474 Eh